# C11H11BiBrN4O2S

C11H11BiBrN4O2S as an isolated structure (ωB97M-V/def2-TZVPD, the OMol25 dataset).

Results
- Calculated total energy: -108354.0693 eV
- Frontier orbital gap: 9.41 eV
- Lowest unoccupied orbital energy: -3.6 eV
- Energy above the lowest of the compared OMol25 structures with the same formula, charge and spin: 0.31 kcal/mol
- Net charge: +1

Cartesian coordinates (Å):
Bi -0.723 -2.027 1.438
Br -2.887 -3.917 -0.914
C -1.280 -3.372 -1.732
C -1.017 -3.653 -3.064
C 0.175 -3.189 -3.599
C 1.058 -2.467 -2.804
C 0.708 -2.251 -1.488
N -0.441 -2.702 -0.966
C 1.581 -1.459 -0.539
O 2.579 -0.904 -0.904
O 1.168 -1.422 0.730
H -1.729 -4.207 -3.657
H 0.408 -3.385 -4.635
H 1.993 -2.074 -3.177
S -0.233 -0.292 3.373
C 0.012 1.193 2.480
N 1.017 1.300 1.639
C 1.303 2.514 0.880
C 0.023 3.313 0.706
C -0.645 3.521 2.059
N -0.778 2.226 2.730
H 1.548 0.453 1.448
H 1.719 2.207 -0.078
H 2.064 3.092 1.409
H -0.657 2.783 0.037
H 0.256 4.278 0.260
H -1.646 3.930 1.943
H -0.067 4.199 2.691
H -1.528 2.077 3.379
N -2.229 0.583 -0.061
C -1.753 -0.350 0.416